{
  "formula": "C3H5NO2",
  "method": "ωB97M-V/def2-TZVPD",
  "species": ["O", "C", "C", "N", "C", "O", "H", "H", "H", "H", "H"],
  "positions_angstrom": [[1.152, 2.122, 0.051], [0.411, 1.019, 0.348], [-1.300, -0.726, -0.088], [-0.480, -1.345, 0.743], [0.821, -0.227, -0.062], [1.500, -0.794, -0.871], [1.613, 1.969, -0.785], [-0.226, 1.146, 1.210], [-1.986, 0.027, 0.290], [-1.430, -1.022, -1.132], [-0.076, -2.169, 0.295]],
  "forces_ev_per_a": [[0.0942, -0.0512, -0.2214], [-0.0457, -0.2996, 0.1893], [0.0752, 0.0538, 0.0745], [-0.1417, -0.0109, -0.1579], [0.1740, 0.0512, -0.4750], [-0.3476, 0.2541, 0.4811], [0.0048, 0.0713, 0.1061], [0.0200, -0.0964, -0.1477], [0.1211, -0.1256, 0.0083], [0.0453, 0.0270, 0.1014], [0.0003, 0.1264, 0.0414]],
  "max_force_ev_per_a": 0.6,
  "spin_multiplicity": 1,
  "homo_lumo_gap_ha": [0.308, 0.308],
  "de_lowest_ev": 4.089,
  "energy_ev": -8773.6058,
  "lumo_energy_ev": [0.216, 0.217]
}